No. 1
Below is a gas-phase ion, C2H2NO3S (charge -1) in a non-equilibrium geometry, with properties calculated with ωB97M-V/def2-TZVPD.

Atoms and positions in Å:
N  0.6606  -0.3413  0.1734
O  -2.1887  -1.0790  -0.6220
O  -0.4237  0.4588  -0.1949
O  0.5313  -1.4580  0.5679
C  -1.9748  0.0585  -0.3123
S  -2.9199  1.4022  -0.1421
H  2.5164  -0.3620  0.6135
H  1.9881  1.0891  -0.2869
C  1.8108  0.2318  0.2034

For the energy, the calculation gives -756.00272 hartree. As for the SMILES: C=[N+]([O-])OC([O-])=S. As for the net charge: -1. The gap between HOMO and LUMO is 7.882 eV. The calculation puts the LUMO energy at 3.76 eV. As for the HOMO energy: -4.1 eV.

Löwdin population analysis, charges in e, atoms 1 to 5: N -0.397; O -0.038; O -0.126; O 0.000; C -1.025

No. 2
Below is 2 unconnected molecules or ions with the total composition C2H4N4S in a non-equilibrium geometry, with properties calculated with ωB97M-V/def2-TZVPD.

Atoms and positions in Å:
N  -1.8142  0.2062  0.8022
C  -2.3512  0.0645  -0.2368
N  1.3263  1.4592  -0.4892
N  1.4008  -2.0987  -0.3029
C  1.2484  -0.8803  -0.2680
S  -0.8822  0.5569  1.9717
H  -3.1922  -0.4143  -0.6920
H  0.5911  2.0311  -0.9734
H  1.6446  1.7106  0.4041
N  0.7806  0.1972  -0.5956
H  1.2479  -2.8324  0.3798

For the energy, the calculation gives -695.55623 hartree. The spin multiplicity is 3. The gap between HOMO and LUMO (spin up / spin down) is 6.647 / 5.692 eV. The calculation puts the LUMO energy (spin up / spin down) at 0.63 / -2.68 eV. As for the HOMO energy (spin up / spin down): -6.0 / -8.4 eV.

Löwdin population analysis, charges in e, atoms 1 to 5: N -0.610; C -0.056; N -0.004; N 0.137; C -0.325